(1)
A molecular structure, C10H7CoN2O5 at a distorted geometry. Source: the OMol25 dataset; level of theory: ωB97M-V/def2-TZVPD.

```
25
C10H7CoN2O5 (ωB97M-V/def2-TZVPD)
O 0.491 -0.005 -4.785
C 0.209 -0.598 -3.865
Co -1.157 -1.825 -1.337
O -1.812 0.626 -2.681
C -1.674 -0.319 -2.050
C -2.073 -1.650 0.119
O -2.844 -1.522 0.990
C 0.533 -2.452 -0.660
O 1.022 -2.805 0.368
C -1.833 -3.294 -2.061
O -2.041 -4.273 -2.633
H 0.988 -2.526 -1.676
N 1.562 3.129 2.700
C 1.016 2.123 1.959
C 0.575 0.907 2.561
C 0.078 -0.093 1.732
N -0.017 0.066 0.406
C 0.416 1.185 -0.173
C 0.958 2.240 0.543
H 1.634 3.058 3.716
H 1.877 3.980 2.264
H 0.677 0.756 3.629
H -0.272 -1.041 2.149
H 0.370 1.209 -1.258
H 1.318 3.125 0.043
```

Computed properties:
2S+1: 5
Total charge: +2
Energy relative to the best compared isomer or geometry (same formula, charge and spin) in kJ/mol: 2.11
DFT total energy in Ha: -2252.9612
Lowest unoccupied orbital energy (alpha / beta) in eV: -7.30 / -11.28
Maximum force in eV/A: 9.27
E_HOMO (alpha / beta) in eV: -15.79 / -17.93

=====

(2)
C10H7NO in the gas phase at a distorted geometry. Source: the OMol25 dataset; level of theory: ωB97M-V/def2-TZVPD.

```
19
C10H7NO (ωB97M-V/def2-TZVPD)
O 3.176 0.808 1.449
C 1.951 0.802 1.420
C 1.207 0.251 0.281
N 1.933 -0.077 -0.832
C 1.386 -0.646 -1.902
C -0.002 -0.831 -2.014
C -0.818 -0.494 -0.859
C -2.215 -0.594 -0.911
C -3.032 -0.211 0.189
C -2.415 0.260 1.283
C -1.067 0.507 1.353
C -0.210 0.112 0.250
H 1.491 1.189 2.212
H 2.060 -0.777 -2.678
H -0.548 -1.321 -2.640
H -2.660 -0.912 -1.733
H -4.005 -0.339 0.135
H -3.220 0.475 2.150
H -0.779 0.814 2.250
```

Computed properties:
2S+1: 1
SMILES: O=Cc1nccc2ccccc12
Energy relative to the best compared isomer or geometry (same formula, charge and spin) in kJ/mol: 204.80
DFT total energy in Ha: -515.1705
Lowest unoccupied orbital energy in eV: -0.90
Maximum force in eV/A: 7.35
E_HOMO in eV: -8.74

=====

(3)
C10H7NO3 in the gas phase at a distorted geometry. Source: the OMol25 dataset; level of theory: ωB97M-V/def2-TZVPD.

```
21
C10H7NO3 (ωB97M-V/def2-TZVPD)
O -1.568 -0.032 -0.944
C -0.356 -0.309 -0.844
O 0.507 0.208 0.179
C -0.127 0.998 1.102
C 0.505 2.135 1.593
C -0.178 2.776 2.705
C -1.307 2.213 3.279
N -1.883 1.020 2.799
C -1.228 0.419 1.852
C 0.429 -1.119 -1.778
C 0.137 -1.571 -3.033
C 1.202 -2.549 -3.289
C 2.093 -2.428 -2.214
O 1.608 -1.592 -1.259
H 1.344 2.575 1.115
H 0.276 3.633 3.210
H -1.839 2.629 4.086
H -1.716 -0.484 1.510
H -0.702 -1.364 -3.568
H 1.418 -3.209 -4.138
H 3.002 -2.978 -1.850
```

Computed properties:
2S+1: 1
SMILES: O=C(Oc1cccnc1)c1ccco1
Energy relative to the best compared isomer or geometry (same formula, charge and spin) in kJ/mol: 79.27
DFT total energy in Ha: -665.6852
Lowest unoccupied orbital energy in eV: 0.02
Maximum force in eV/A: 4.78
E_HOMO in eV: -9.16

=====

(4)
A molecular structure, C10H7NOS at a distorted geometry. Source: the OMol25 dataset; level of theory: ωB97M-V/def2-TZVPD.

```
20
C10H7NOS (ωB97M-V/def2-TZVPD)
C -0.412 -2.926 -0.338
C 0.236 -2.793 0.881
C -0.803 -1.803 -1.100
C 0.414 -1.484 1.356
C -0.613 -0.534 -0.593
C 0.016 -0.378 0.663
C 0.248 2.946 -0.629
C 1.303 3.108 0.168
C -0.824 0.805 -1.327
C 0.070 0.909 1.199
N -0.479 1.802 -0.475
O -1.058 0.967 -2.506
S 1.545 1.889 1.411
H -0.652 -3.788 -0.864
H 0.527 -3.744 1.282
H -1.299 -2.106 -2.067
H 0.818 -1.461 2.415
H -0.288 3.608 -1.336
H 1.937 3.970 -0.004
H -0.685 1.012 1.864
```

Computed properties:
2S+1: 1
Energy relative to the best compared isomer or geometry (same formula, charge and spin) in kJ/mol: 0.00
DFT total energy in Ha: -913.3459
Lowest unoccupied orbital energy in eV: 0.01
Maximum force in eV/A: 6.79
E_HOMO in eV: -8.18

=====

(5)
C10H8ClNO2 in the gas phase at a distorted geometry. Source: the OMol25 dataset; level of theory: ωB97M-V/def2-TZVPD.

```
22
C10H8ClNO2 (ωB97M-V/def2-TZVPD)
O -2.011 -0.137 2.694
C -2.910 -0.106 1.872
C -2.622 0.019 0.353
C -1.926 -1.186 -0.222
O -2.177 -1.491 -1.390
N -1.797 1.205 0.102
C -0.569 1.430 -0.022
Cl -0.152 3.194 0.119
C 0.630 0.661 -0.278
C 1.009 -0.454 0.480
C 2.257 -0.997 0.352
C 3.076 -0.717 -0.692
C 2.682 0.313 -1.567
C 1.572 1.085 -1.258
H -4.054 -0.001 2.110
H -3.498 0.360 -0.123
H -0.990 -1.555 0.294
H 0.428 -0.915 1.249
H 2.519 -1.667 1.153
H 3.900 -1.389 -0.781
H 3.206 0.443 -2.510
H 1.426 1.907 -1.935
```

Computed properties:
2S+1: 1
SMILES: O=CC(C=O)/N=C(/Cl)c1ccccc1
Energy relative to the best compared isomer or geometry (same formula, charge and spin) in kJ/mol: 0.00
DFT total energy in Ha: -1051.1935
Lowest unoccupied orbital energy in eV: -0.31
Maximum force in eV/A: 3.10
E_HOMO in eV: -9.33

=====

(6)
A molecular structure, C10H8F6N4O4PdS4 at a distorted geometry. Source: the OMol25 dataset; level of theory: ωB97M-V/def2-TZVPD.

```
37
C10H8F6N4O4PdS4 (ωB97M-V/def2-TZVPD)
Pd 0.153 0.033 -0.674
C -4.384 2.660 -1.432
S -3.279 3.321 -0.193
C -1.784 2.516 -0.543
S -1.533 1.428 -1.892
N -0.792 2.819 0.253
N 0.305 2.140 0.227
C 1.447 2.567 0.672
C 2.570 1.682 0.578
C 3.826 1.983 1.123
C 4.858 1.068 0.978
C 4.620 -0.113 0.292
C 3.348 -0.338 -0.245
N 2.370 0.533 -0.103
H -5.358 3.120 -1.265
H -4.461 1.581 -1.326
H -4.029 2.914 -2.428
H 1.563 3.577 1.058
H 3.966 2.912 1.656
H 5.832 1.264 1.403
H 5.395 -0.853 0.160
H 3.125 -1.246 -0.797
F 0.063 -4.205 -2.712
C -0.503 -4.281 -1.520
F 0.132 -5.155 -0.773
F -1.769 -4.606 -1.637
S -0.365 -2.607 -0.677
O 1.001 -2.130 -0.800
O -1.264 -1.636 -1.299
N -0.795 -2.933 0.786
S -1.009 -1.746 1.783
O -1.006 -2.084 3.143
O -0.178 -0.587 1.407
C -2.725 -1.068 1.322
F -3.459 -1.935 0.661
F -3.389 -0.582 2.344
F -2.489 -0.013 0.472
```

Computed properties:
2S+1: 5
Total charge: +2
DFT total energy in Ha: -3224.8563
Lowest unoccupied orbital energy (alpha / beta) in eV: -8.43 / -10.88
Maximum force in eV/A: 2.86
E_HOMO (alpha / beta) in eV: -16.49 / -16.54

=====

(7)
2 unconnected molecules or ions with the total composition C10H8N2 at a distorted geometry. Source: the OMol25 dataset; level of theory: ωB97M-V/def2-TZVPD.

```
20
C10H8N2 (ωB97M-V/def2-TZVPD)
C 2.670 -1.189 0.593
C 1.463 -0.628 0.179
C 3.818 -0.458 0.364
C 1.456 0.610 -0.417
C 2.684 1.267 -0.633
C -2.000 -0.505 -1.109
C -3.316 -0.792 -0.726
C -3.304 0.788 0.900
C -1.992 1.171 0.602
C -1.384 0.493 -0.412
N 3.813 0.717 -0.237
N -3.933 -0.160 0.246
H 2.690 -2.152 1.079
H 0.556 -1.193 0.330
H 4.796 -0.815 0.658
H -1.537 -1.061 -1.907
H -3.877 -1.562 -1.238
H -3.849 1.282 1.693
H 2.756 2.227 -1.122
H -1.511 1.958 1.158
```

Computed properties:
2S+1: 1
Energy relative to the best compared isomer or geometry (same formula, charge and spin) in kJ/mol: 473.65
DFT total energy in Ha: -495.1888
Lowest unoccupied orbital energy (alpha / beta) in eV: -0.53 / -0.69
Maximum force in eV/A: 1.66
E_HOMO (alpha / beta) in eV: -9.26 / -9.12

=====

(8)
2 unconnected molecules or ions with the total composition C10H8N2 at a distorted geometry. Source: the OMol25 dataset; level of theory: ωB97M-V/def2-TZVPD.

```
20
C10H8N2 (ωB97M-V/def2-TZVPD)
H 1.776 0.180 2.855
N 1.787 0.000 1.840
C 0.735 -0.646 1.521
C 0.310 -1.027 0.148
C -0.836 -1.740 0.203
C -1.303 -1.840 1.621
N -0.257 -1.124 2.345
H 0.879 -0.747 -0.737
H -1.384 -2.176 -0.626
H -2.305 -1.370 1.744
H -1.351 -2.908 1.861
H -0.189 -1.081 3.351
C -0.212 4.314 -0.103
C -0.002 3.333 -0.777
C 0.186 2.265 -1.638
C 0.324 1.382 -2.435
C 0.577 0.283 -3.249
C 0.784 -0.719 -3.880
H -0.332 5.227 0.432
H 0.812 -1.606 -4.474
```

Computed properties:
2S+1: 1
SMILES: [H]/N=C1/C=CCN1.C#CC#CC#C
Energy relative to the best compared isomer or geometry (same formula, charge and spin) in kJ/mol: 581.98
DFT total energy in Ha: -495.1475
Lowest unoccupied orbital energy in eV: 0.41
Maximum force in eV/A: 1.61
E_HOMO in eV: -8.60

=====

(9)
C10H8N2O3 in the gas phase at a distorted geometry. Source: the OMol25 dataset; level of theory: ωB97M-V/def2-TZVPD.

```
23
C10H8N2O3 (ωB97M-V/def2-TZVPD)
O 1.195 -2.512 -1.964
N 0.821 -1.371 -1.808
C 0.994 -0.674 -0.538
N 2.147 0.231 -0.578
O 2.253 1.149 -1.336
C -0.209 0.217 -0.412
C -0.498 0.889 -1.592
C -1.546 1.798 -1.574
C -2.321 2.022 -0.411
C -1.889 1.462 0.791
C -0.802 0.533 0.824
C -0.251 -0.005 1.995
C 0.629 -0.994 1.905
C 1.109 -1.671 0.680
O 2.447 -2.118 0.797
H 0.057 0.699 -2.402
H -1.939 2.259 -2.543
H -3.186 2.720 -0.597
H -2.469 1.840 1.609
H -0.582 0.588 2.816
H 1.087 -1.271 2.869
H 0.564 -2.700 0.448
H 2.387 -3.091 1.022
```

Computed properties:
2S+1: 1
SMILES: O=NC1(N=O)c2ccccc2C=C[C@@H]1O
Energy relative to the best compared isomer or geometry (same formula, charge and spin) in kJ/mol: 324.86
DFT total energy in Ha: -720.8517
Lowest unoccupied orbital energy (alpha / beta) in eV: -0.82 / -0.82
Maximum force in eV/A: 4.49
E_HOMO (alpha / beta) in eV: -8.58 / -8.58

=====

(10)
A molecular structure, C10H8N2O4S4Se3Sn. Source: the OMol25 dataset; level of theory: ωB97M-V/def2-TZVPD.

```
32
C10H8N2O4S4Se3Sn (ωB97M-V/def2-TZVPD)
Sn -0.117 1.368 -0.857
Se 0.671 -2.446 0.538
Se -0.516 -1.248 2.147
C 0.683 0.252 2.264
C 1.076 0.654 3.536
C 1.929 1.729 3.664
C 2.406 2.358 2.523
C 1.975 1.894 1.304
N 1.118 0.871 1.169
C -0.641 -2.319 -0.862
C -1.432 -3.426 -1.137
C -2.392 -3.329 -2.131
C -2.538 -2.131 -2.806
C -1.710 -1.080 -2.458
N -0.769 -1.168 -1.519
H 0.701 0.123 4.398
H 2.237 2.066 4.646
H 3.079 3.201 2.578
H 2.303 2.367 0.384
H -1.296 -4.336 -0.569
H -3.025 -4.175 -2.364
H -3.287 -2.003 -3.574
H -1.812 -0.116 -2.944
S 1.350 0.630 -4.354
S 3.192 0.246 -4.651
S 4.096 -0.272 -2.856
S 2.854 -0.213 -1.394
O -1.940 0.873 0.016
Se -2.110 2.152 1.151
O -1.904 1.536 2.636
O -0.723 2.944 0.611
O -3.454 3.002 0.911
```

Computed properties:
2S+1: 1
Energy relative to the best compared isomer or geometry (same formula, charge and spin) in kJ/mol: 0.00
DFT total energy in Ha: -9807.6229
Lowest unoccupied orbital energy (alpha / beta) in eV: -2.48 / -2.41
Maximum force in eV/A: 0.80
E_HOMO (alpha / beta) in eV: -8.73 / -8.73

=====

Q: The lowest maximum force belongs to which entry?
A: C10H8N2O4S4Se3Sn

=====

Q: What is the maximum force in the second record?
A: 7.35 eV/A